Formula: C40H35BO5
Source: OMol25
Level of theory: wB97M-V/def2-TZVPD

The geometry in XYZ format:
```
81
Properties=species:S:1:pos:R:3:lowdin_charge:R:1
C 3.646 -1.460 -3.821 0.011
C 2.774 -1.264 -2.654 -0.297
C 3.083 -0.575 -1.507 -0.024
C 2.179 -0.878 -0.523 0.124
C 1.073 -1.716 -1.207 -0.310
B 0.238 3.009 1.055 -0.190
C 1.580 3.426 1.635 -0.133
C 2.602 2.639 2.151 -0.026
C 3.667 3.525 2.469 -0.035
C 3.234 4.808 2.178 -0.324
C 3.892 6.088 2.464 -0.021
O 1.961 4.798 1.664 0.074
C 0.190 3.489 -0.386 -0.146
C 0.786 2.886 -1.486 -0.024
C 0.379 3.598 -2.634 -0.022
C -0.426 4.628 -2.178 -0.345
C -1.118 5.654 -2.928 -0.032
O -0.547 4.589 -0.815 0.079
C 0.655 -3.168 -1.033 -0.236
C 0.049 -4.136 -1.791 0.014
C 0.190 -5.325 -1.019 0.000
C 0.755 -4.969 0.185 -0.321
C 1.264 -5.557 1.402 -0.021
O 1.006 -3.641 0.152 0.063
O 1.544 -1.732 -2.588 0.067
H 4.606 -1.049 -3.476 0.087
H 3.851 -2.505 -4.124 0.108
H 3.431 -0.822 -4.697 0.102
H 3.958 0.057 -1.509 0.126
H 2.084 -0.331 0.431 0.125
H 2.613 1.538 2.294 0.120
H 4.624 3.260 2.925 0.112
H 3.583 6.453 3.455 0.093
H 4.960 5.850 2.519 0.086
H 3.708 6.834 1.688 0.088
H 1.424 2.010 -1.468 0.106
H 0.621 3.408 -3.666 0.106
H -0.758 5.595 -3.960 0.087
H -2.195 5.434 -2.922 0.090
H -0.930 6.655 -2.524 0.088
H -0.422 -3.955 -2.759 0.129
H -0.061 -6.320 -1.351 0.106
H 0.489 -6.086 1.997 0.086
H 2.096 -6.229 1.126 0.090
H 1.717 -4.784 2.058 0.099
C -2.866 -5.281 3.490 -0.058
O -3.277 -4.633 2.272 -0.092
C -2.703 -3.503 1.786 -0.271
C -3.147 -3.077 0.530 -0.005
C -2.336 -2.349 -0.263 -0.018
C -1.074 -1.934 0.207 -0.140
C -0.177 -1.256 -0.860 -0.113
C -0.572 1.726 1.475 -0.039
C -1.629 1.091 0.645 -0.067
C -2.889 1.128 1.315 -0.032
C -3.042 1.278 2.707 -0.072
C -1.880 1.271 3.522 -0.078
C -0.600 1.520 2.902 -0.030
C -1.654 0.709 -0.814 -0.106
C -0.795 -0.211 -1.532 -0.143
C -0.715 -0.026 -2.962 -0.006
C -1.834 0.448 -3.650 -0.090
C -2.914 1.018 -2.936 -0.094
C -2.728 1.233 -1.569 -0.058
C -0.776 -2.114 1.585 -0.022
C -1.609 -2.854 2.382 -0.022
H -3.246 -6.306 3.417 0.091
H -1.774 -5.289 3.620 0.081
H -3.365 -4.779 4.327 0.092
H -4.100 -3.447 0.183 0.120
H -2.676 -2.049 -1.254 0.138
H -3.796 1.096 0.695 0.107
H -4.063 1.395 3.098 0.105
H -1.952 1.095 4.608 0.097
H 0.350 1.552 3.483 0.114
H 0.236 -0.202 -3.501 0.114
H -1.878 0.428 -4.745 0.100
H -3.858 1.363 -3.389 0.101
H -3.460 1.863 -1.047 0.106
H 0.076 -1.594 2.038 0.125
H -1.333 -3.042 3.416 0.109
```

The value obtained for the LUMO energy is -1.2 eV. Its HOMO energy is -0.2060 hartree. The calculation puts the total energy at -1945.929471 hartree. The HOMO-LUMO gap comes out at 4.38 eV.

Formula: C50H140N10O20
Source: OMol25
Level of theory: wB97M-V/def2-TZVPD

The geometry in XYZ format:
```
220
Properties=species:S:1:pos:R:3:lowdin_charge:R:1
C -4.850 3.167 -2.795 -0.234
C -3.902 3.235 -3.941 -0.147
O -4.282 2.310 -5.075 -0.104
O -5.049 1.806 -2.391 -0.088
H -5.769 3.739 -2.859 0.117
H -4.345 3.604 -1.929 0.091
H -2.924 2.872 -3.682 0.091
H -3.804 4.268 -4.371 0.142
H -5.207 2.482 -5.252 0.080
H -5.341 1.203 -3.103 0.049
C 0.887 5.008 3.241 -0.206
C -0.116 3.890 3.366 -0.252
O 0.381 2.708 2.745 -0.090
O 1.433 5.113 1.872 -0.098
H 1.718 5.035 3.878 0.080
H 0.325 5.956 3.372 0.124
H -1.037 4.204 2.888 0.106
H -0.331 3.868 4.450 0.119
H 0.412 2.025 3.438 0.019
H 1.866 4.309 1.652 -0.002
C 3.461 -2.826 -4.946 -0.254
C 3.465 -1.346 -5.077 -0.212
O 3.393 -0.918 -6.482 -0.059
O 4.784 -3.270 -5.282 -0.066
H 2.627 -3.198 -5.495 0.101
H 3.202 -3.083 -3.884 0.086
H 4.383 -1.047 -4.644 0.109
H 2.658 -0.896 -4.550 0.081
H 4.225 -1.113 -6.888 0.061
H 4.797 -4.266 -5.390 0.121
C -3.329 -0.422 -7.430 -0.184
C -2.162 0.377 -6.804 -0.200
O -2.154 0.253 -5.358 -0.079
O -4.625 -0.043 -6.920 -0.107
H -3.283 -1.516 -7.215 0.126
H -3.346 -0.213 -8.567 0.141
H -2.271 1.381 -7.128 0.099
H -1.183 0.109 -7.184 0.120
H -2.954 0.621 -4.990 0.034
H -4.754 0.902 -6.889 0.072
C -7.299 -1.867 -4.921 -0.259
C -6.234 -1.635 -3.837 -0.154
O -5.449 -0.376 -4.078 -0.115
O -6.848 -2.245 -6.213 -0.077
H -7.893 -0.961 -4.992 0.113
H -7.913 -2.712 -4.484 0.137
H -5.565 -2.477 -3.845 0.107
H -6.781 -1.562 -2.878 0.128
H -5.140 -0.439 -4.989 0.034
H -6.221 -1.568 -6.588 0.079
C 0.278 -4.430 -3.137 -0.051
C -0.199 -3.710 -4.374 -0.377
C -1.616 -4.306 -4.769 -0.214
O -1.479 -5.552 -5.344 -0.171
C -2.616 -5.975 -6.088 -0.108
N -0.407 -2.321 -4.004 0.055
H 1.057 -3.859 -2.660 0.036
H 0.755 -5.361 -3.350 0.076
H -0.492 -4.562 -2.380 0.081
H 0.460 -3.721 -5.214 0.118
H -2.109 -3.757 -5.546 0.102
H -2.095 -4.268 -3.770 0.126
H -2.541 -7.035 -6.371 0.089
H -2.751 -5.468 -7.064 0.088
H -3.560 -5.812 -5.611 0.073
H -0.617 -1.627 -4.698 0.063
H -0.929 -2.159 -3.153 0.051
C 2.209 -5.039 4.208 -0.071
C 1.753 -3.663 3.789 -0.463
C 0.505 -3.768 2.909 -0.161
O 0.790 -4.628 1.758 -0.223
C -0.334 -4.990 1.111 -0.171
N 1.523 -2.757 4.905 0.043
H 1.495 -5.637 4.789 0.081
H 3.125 -5.039 4.862 0.092
H 2.448 -5.620 3.287 0.078
H 2.507 -3.219 3.106 0.130
H 0.199 -2.792 2.554 0.104
H -0.307 -4.322 3.529 0.152
H -1.010 -5.637 1.763 0.108
H -0.040 -5.505 0.181 0.093
H -0.978 -4.128 0.835 0.080
H 2.360 -2.785 5.488 0.079
H 0.817 -3.137 5.538 0.083
C 5.041 2.058 -0.125 -0.067
C 4.876 3.575 0.028 -0.458
C 5.553 4.347 -1.087 -0.224
O 6.960 4.353 -1.118 -0.178
C 7.568 5.092 -0.086 -0.112
N 3.432 3.818 0.028 0.025
H 4.778 1.787 -1.132 0.049
H 4.443 1.552 0.614 0.052
H 6.101 1.771 -0.083 0.083
H 5.223 3.775 1.082 0.143
H 5.076 5.371 -1.055 0.133
H 5.162 3.822 -1.977 0.126
H 8.406 5.611 -0.578 0.092
H 7.933 4.439 0.708 0.082
H 6.853 5.791 0.357 0.087
H 3.095 3.310 -0.832 0.056
H 3.131 4.830 -0.006 0.098
C 5.131 1.706 5.970 -0.044
C 4.782 1.599 4.484 -0.425
C 4.667 0.200 3.977 -0.207
O 5.775 -0.643 4.345 -0.190
C 6.034 -1.616 3.422 -0.149
N 3.471 2.224 4.208 0.045
H 6.063 1.123 6.110 0.091
H 4.338 1.334 6.574 0.056
H 5.354 2.722 6.236 0.069
H 5.677 2.031 3.929 0.153
H 4.455 0.133 2.922 0.106
H 3.750 -0.286 4.370 0.124
H 6.402 -1.223 2.458 0.085
H 5.085 -2.156 3.196 0.083
H 6.764 -2.289 3.948 0.111
H 3.211 2.224 3.220 0.082
H 3.404 3.164 4.586 0.083
C 1.814 -0.443 0.435 -0.062
C 0.851 -0.973 -0.586 -0.450
C -0.536 -0.382 -0.457 -0.219
O -1.289 -1.008 -1.433 -0.217
C -2.661 -0.563 -1.670 -0.044
N 1.431 -0.787 -1.936 0.062
H 1.528 -0.750 1.491 0.089
H 2.003 0.670 0.373 0.089
H 2.761 -0.977 0.140 0.064
H 0.771 -2.078 -0.399 0.138
H -0.549 0.719 -0.568 0.125
H -0.852 -0.646 0.533 0.107
H -2.813 0.555 -1.546 0.077
H -3.379 -1.046 -0.957 0.099
H -3.013 -0.777 -2.678 0.068
H 0.634 -1.177 -2.545 0.064
H 2.143 -1.487 -2.152 0.049
C -5.005 4.153 3.131 -0.061
C -5.286 4.633 1.709 -0.448
C -5.352 3.353 0.867 -0.227
O -4.055 2.810 0.879 -0.179
C -4.076 1.421 0.660 -0.104
N -6.573 5.282 1.710 0.022
H -5.684 3.355 3.385 0.057
H -5.218 5.087 3.741 0.091
H -3.984 3.792 3.385 0.083
H -4.531 5.346 1.356 0.140
H -5.758 3.672 -0.138 0.121
H -6.113 2.664 1.286 0.125
H -4.363 1.203 -0.389 0.060
H -4.917 0.942 1.285 0.088
H -3.110 1.014 0.927 0.083
H -6.666 5.939 2.463 0.057
H -6.840 5.743 0.829 0.085
C -1.323 0.449 5.917 -0.050
C 0.088 0.883 6.101 -0.447
C 0.860 0.115 7.197 -0.197
O 0.179 -0.048 8.444 -0.182
C 0.039 1.258 9.087 -0.081
N 0.883 0.863 4.868 0.036
H -1.951 1.283 5.598 0.074
H -1.834 0.105 6.803 0.079
H -1.383 -0.316 5.183 0.065
H 0.104 1.954 6.328 0.122
H 1.810 0.693 7.318 0.123
H 1.061 -0.887 6.857 0.099
H -0.410 1.189 10.060 0.073
H -0.636 1.958 8.518 0.100
H 1.008 1.669 9.262 0.073
H 1.846 1.254 5.050 0.061
H 1.057 -0.144 4.706 0.062
C 3.678 -4.396 -1.873 -0.063
C 4.461 -4.311 -0.616 -0.455
C 5.236 -2.987 -0.485 -0.204
O 6.037 -2.760 -1.678 -0.178
C 6.657 -1.430 -1.476 -0.071
N 3.736 -4.536 0.616 0.057
H 2.931 -3.552 -1.850 0.067
H 3.171 -5.310 -2.038 0.071
H 4.249 -4.134 -2.771 0.062
H 5.289 -5.021 -0.627 0.143
H 5.711 -3.105 0.454 0.096
H 4.522 -2.133 -0.345 0.112
H 7.122 -1.420 -0.487 0.076
H 5.910 -0.601 -1.587 0.083
H 7.445 -1.264 -2.217 0.083
H 2.883 -3.961 0.647 0.063
H 3.464 -5.518 0.719 0.084
C -4.800 0.779 4.567 -0.080
C -5.691 -0.089 3.775 -0.475
C -5.015 -1.417 3.357 -0.211
O -3.860 -1.149 2.568 -0.219
C -2.992 -2.258 2.318 -0.080
N -6.859 -0.590 4.484 0.017
H -4.023 1.111 3.911 0.065
H -4.285 0.249 5.416 0.096
H -5.395 1.594 4.955 0.073
H -5.974 0.478 2.845 0.132
H -5.841 -2.068 2.925 0.133
H -4.665 -2.010 4.276 0.139
H -2.424 -2.025 1.478 0.037
H -3.544 -3.181 2.236 0.087
H -2.315 -2.302 3.220 0.097
H -7.563 0.170 4.520 0.087
H -6.554 -0.863 5.436 0.089
C 0.934 1.735 -4.643 -0.052
C 1.406 2.621 -3.521 -0.455
C 0.389 2.945 -2.420 -0.182
O -0.865 3.519 -2.921 -0.168
C -1.516 3.862 -1.683 -0.104
N 2.609 2.129 -2.874 0.015
H 0.309 0.903 -4.311 0.063
H 1.799 1.187 -5.050 0.060
H 0.423 2.236 -5.480 0.085
H 1.714 3.658 -3.889 0.153
H 0.901 3.585 -1.667 0.118
H 0.165 1.915 -2.045 0.115
H -0.759 4.278 -0.986 0.100
H -2.006 3.021 -1.169 0.080
H -2.401 4.406 -1.839 0.053
H 2.379 1.301 -2.284 0.051
H 3.258 1.767 -3.646 0.108
```

The value obtained for the LUMO energy is 0.3 eV. Its HOMO energy is -0.3121 hartree. The calculation puts the total energy at -4040.994331 hartree. The HOMO-LUMO gap comes out at 8.80 eV.

Formula: C26H31BrCrN7O2Se
Source: OMol25
Level of theory: wB97M-V/def2-TZVPD

The geometry in XYZ format:
```
69
Properties=species:S:1:pos:R:3:lowdin_spin:R:1
Cr 0.588 1.040 -0.536 0.947
O 4.670 0.895 -0.107 0.000
C 4.239 -0.352 0.210 0.000
C 4.852 -0.943 1.310 0.000
C 4.471 -2.204 1.731 0.000
C 3.467 -2.895 1.062 0.000
C 2.863 -2.311 -0.039 0.000
C 3.237 -1.042 -0.487 0.001
C 2.565 -0.401 -1.690 0.010
O 2.161 0.911 -1.272 0.032
N 1.370 -1.149 -2.102 -0.003
N 0.204 -0.483 -1.852 -0.008
C -0.895 -0.805 -2.422 0.006
C -2.114 -0.079 -2.125 0.000
Br -1.858 1.447 -0.938 0.006
C -3.365 -0.330 -2.525 0.011
C -3.847 -1.455 -3.340 0.001
C -5.074 -2.019 -2.986 0.002
C -5.545 -3.141 -3.648 0.000
C -4.820 -3.679 -4.701 0.002
C -3.630 -3.084 -5.104 0.000
C -3.142 -1.981 -4.425 0.002
H 4.180 1.268 -0.846 0.000
H 5.636 -0.392 1.814 0.000
H 4.968 -2.654 2.581 0.000
H 3.177 -3.887 1.381 0.000
H 2.107 -2.857 -0.589 0.000
H 3.226 -0.346 -2.558 0.000
H 1.414 -1.655 -2.976 0.000
H -0.930 -1.630 -3.128 0.000
H -4.142 0.322 -2.134 0.000
H -5.648 -1.588 -2.173 0.000
H -6.485 -3.587 -3.350 0.000
H -5.187 -4.554 -5.221 0.000
H -3.088 -3.477 -5.953 0.000
H -2.243 -1.492 -4.781 0.000
N 3.476 5.491 2.435 0.005
C 2.744 4.530 1.867 0.003
C 1.941 4.785 0.739 -0.003
C 1.218 3.771 0.189 -0.002
N 1.222 2.497 0.665 -0.014
C 2.004 2.256 1.747 0.002
C 2.747 3.206 2.372 0.002
H 3.482 6.426 2.062 0.000
H 4.022 5.315 3.260 0.000
H 1.879 5.778 0.315 0.000
H 0.592 3.959 -0.674 -0.001
H 2.039 1.231 2.102 0.000
H 3.341 2.946 3.238 0.000
N -1.929 -1.412 3.246 0.000
C -1.195 -0.138 3.583 -0.001
C -0.931 0.625 2.300 -0.001
N -0.174 -0.173 1.311 0.004
C -0.846 -1.452 1.030 0.002
C -1.107 -2.248 2.300 0.001
H -2.818 -1.168 2.802 0.000
H -2.156 -1.940 4.092 0.000
H -0.273 -0.426 4.090 0.000
H -1.800 0.459 4.263 0.000
H -0.393 1.539 2.535 0.000
H -1.872 0.938 1.845 0.000
H 0.754 -0.376 1.688 0.001
H -0.234 -2.053 0.359 0.000
H -1.788 -1.233 0.520 0.000
H -0.174 -2.480 2.813 0.000
H -1.632 -3.178 2.091 0.000
Se -1.776 3.748 1.412 -0.005
C -3.372 4.469 0.852 -0.001
N -4.373 4.897 0.467 -0.001
```

The value obtained for the LUMO energy (spin up / spin down) is -7.2 / -6.7 eV. Its HOMO energy (spin up / spin down) is -0.4320 / -0.4320 hartree. Its expectation value of S² is 1.22. Its charge is +2. The calculation puts the total energy at -7562.431501 hartree. The multiplicity is 2. The HOMO-LUMO gap (spin up / spin down) comes out at 4.57 / 5.02 eV.